Entry 1:
Formula: C29H44As3F2N4O7P2S2Y
Source: the Open Molecules 2025 dataset
Level of theory: ωB97M-V/def2-TZVPD

Results
Kohn-Sham gap   5.826 eV
Lowest unoccupied orbital energy   3.97 eV
Max |F|   0.0177 hartree/bohr
Charge   -2
2S+1   1

CARTESIAN COORDINATES (ANGSTROEM)
Y: 1.4263 -0.1104 -1.0186
C: 2.1133 -4.0395 1.1710
As: 0.6746 -2.8685 0.5338
C: 0.0005 -4.0593 -0.8682
C: -0.5590 -3.4042 2.0131
C: -2.0299 -2.9404 2.0824
C: -2.6730 -3.0271 0.6976
C: -2.1659 -1.5298 2.6673
As: -1.5482 0.0151 1.5802
C: -1.9626 1.3213 3.0135
C: -3.1972 0.3216 0.5664
C: -2.7049 -3.9556 3.0414
As: -4.5430 -3.8696 3.7877
C: -5.6423 -2.8651 2.5016
C: -4.3604 -2.4500 5.1461
H: 1.7604 -5.0698 1.2626
H: 2.4770 -3.6794 2.1329
H: 2.9253 -3.9743 0.4496
H: -0.4695 -4.9475 -0.4406
H: 0.8611 -4.3481 -1.4705
H: -0.7074 -3.5203 -1.4953
H: -0.0469 -3.1500 2.9477
H: -0.5533 -4.4989 1.9514
H: -2.1542 -2.3941 -0.0255
H: -3.7157 -2.7137 0.7143
H: -2.6325 -4.0511 0.3183
H: -1.6304 -1.4763 3.6221
H: -3.2166 -1.3314 2.8803
H: -2.9549 1.1558 3.4406
H: -1.9242 2.3282 2.5933
H: -1.2101 1.2464 3.7995
H: -4.0742 0.2425 1.2146
H: -3.2701 -0.3880 -0.2555
H: -3.1543 1.3237 0.1379
H: -2.0953 -4.0468 3.9489
H: -2.6684 -4.9399 2.5649
H: -5.7817 -3.4531 1.5960
H: -5.2243 -1.8968 2.2354
H: -6.6179 -2.7174 2.9677
H: -3.5302 -2.7007 5.8072
H: -5.2749 -2.4286 5.7404
H: -4.1853 -1.4649 4.7204
O: -2.1771 0.8947 -2.6234
P: -1.6556 -0.6413 -2.5897
O: -2.8127 -1.5495 -2.6739
O: -0.7240 -0.8219 -1.3996
O: -0.7121 -0.7308 -3.9084
P: 0.2937 0.4921 -4.3226
O: 1.3516 -0.2845 -5.2478
O: -0.4523 1.5039 -5.1071
O: 0.9357 0.9187 -3.0305
H: -1.4655 1.4719 -2.9439
H: 1.2419 0.0349 -6.1493
S: 3.7760 -1.0485 0.4311
C: 3.2088 0.0116 1.6403
C: 3.9254 0.3114 2.8224
C: 3.4416 1.2527 3.6955
C: 2.2392 1.9067 3.4114
C: 1.5787 1.5461 2.2561
N: 2.0184 0.6144 1.4113
H: 4.8650 -0.1947 2.9963
H: 3.9996 1.4969 4.5935
H: 1.8393 2.6771 4.0569
H: 0.6422 2.0182 1.9810
N: 0.0649 2.1140 -0.5419
C: -0.4772 3.1010 -0.7470
C: -1.1445 4.3395 -0.9909
C: -0.7132 5.4866 -0.3261
C: -1.3527 6.6906 -0.5625
C: -2.4117 6.7530 -1.4586
C: -2.8323 5.6093 -2.1236
C: -2.2028 4.3970 -1.8955
H: 0.1314 5.4208 0.3468
H: -1.0161 7.5853 -0.0549
H: -2.9058 7.6985 -1.6450
H: -3.6515 5.6589 -2.8287
H: -2.5249 3.5012 -2.4102
F: 3.4170 -1.0739 -2.8842
C: 2.3096 -1.8827 -2.5240
F: 2.9073 -3.0794 -2.0257
H: 1.8756 -2.2108 -3.4773
C: 6.0365 0.0169 -3.9008
C: 5.6239 1.3862 -3.4428
C: 6.1147 2.5534 -4.0257
C: 5.6130 3.7378 -3.5064
N: 4.7189 3.8019 -2.5368
C: 4.2922 2.6150 -2.0232
S: 3.1140 2.6068 -0.7785
N: 4.7483 1.4216 -2.4567
H: 6.8674 0.0589 -4.6081
H: 5.1823 -0.4753 -4.3690
H: 6.3112 -0.5886 -3.0374
H: 6.8371 2.5392 -4.8315
H: 5.9495 4.6939 -3.9070

For reference, the Löwdin charges in units of e are: 1.144, -0.339, 1.122, -0.298, -0.354, -0.658, -0.073, -0.365, 1.158, -0.335, -0.306, -0.392, 1.100, -0.360, -0.362, 0.017, 0.013, -0.007, 0.019, 0.015, 0.011, 0.073, 0.062, 0.037, 0.063, 0.086, 0.078, 0.022, 0.010, 0.009, 0.008, 0.015, -0.005, 0.014, 0.062, 0.051, 0.013, -0.001, 0.006, 0.011, 0.001, 0.000, -0.165, 0.189, -0.294, -0.511, -0.267, 0.177, -0.120, -0.303, -0.401, 0.017, 0.068, 0.550, -0.836, -0.121, -0.109, -0.104, -0.228, -0.108, 0.087, 0.091, 0.082, 0.056, 0.151, -0.120, -0.191, -0.017, -0.085, -0.094, -0.076, -0.005, 0.123, 0.099, 0.096, 0.103, 0.114, -0.161, -0.388, -0.173, 0.058, -0.046, -0.358, -0.068, -0.201, 0.022, -0.863, 0.513, 0.081, 0.059, 0.069, 0.080, 0.079, 0.085


Entry 2:
Formula: C37H73N2O9
Source: the Open Molecules 2025 dataset
Level of theory: ωB97M-V/def2-TZVPD

Results
Kohn-Sham gap (alpha / beta)   8.603 / 9.384 eV
Expectation value of S²   0.75
Lowest unoccupied orbital energy (alpha / beta)   0.55 / 0.54 eV
Max |F|   0.0884 hartree/bohr
2S+1   2

CARTESIAN COORDINATES (ANGSTROEM)
C: -1.2374 -0.6119 -0.8166
C: -2.3445 -0.2813 -1.4528
C: -3.4569 0.6069 -0.9269
N: -4.4319 -0.1883 -0.1429
C: -5.1769 -1.2182 -0.8712
C: -5.9955 -2.0322 0.1024
C: -2.8748 1.6969 -0.0215
C: -3.7971 2.8565 0.3365
C: -2.9655 3.9366 1.0291
C: -4.9063 2.4861 1.3215
N: -4.3496 3.4428 -0.9304
O: -3.6153 4.3534 -1.4559
C: -4.9865 2.5143 -1.9211
C: -6.4221 2.1678 -1.4962
C: -5.1011 3.2284 -3.2599
C: -4.0848 1.2862 -2.1418
H: -0.4654 -1.1936 -1.2927
H: -1.0231 -0.2705 0.1899
H: -2.4867 -0.6764 -2.4555
H: -3.8851 -0.6734 0.5666
H: -4.5194 -1.8786 -1.4498
H: -5.8592 -0.7194 -1.5555
H: -5.3506 -2.6027 0.7724
H: -6.6697 -2.7142 -0.4103
H: -6.5754 -1.3535 0.7272
H: -2.5175 1.2559 0.9110
H: -2.0060 2.1127 -0.5334
H: -1.9977 4.0749 0.5559
H: -3.4985 4.8844 1.0356
H: -2.8009 3.6349 2.0611
H: -5.5499 3.3549 1.4341
H: -4.4625 2.2422 2.2828
H: -5.5052 1.6539 0.9835
H: -6.5766 2.1998 -0.4277
H: -6.7096 1.1935 -1.8826
H: -7.1092 2.8935 -1.9297
H: -4.1403 3.3339 -3.7545
H: -5.7352 2.6195 -3.9042
H: -5.5626 4.2050 -3.1386
H: -4.6411 0.5665 -2.7422
H: -3.2481 1.6133 -2.7605
C: 3.6332 -0.8756 -1.1065
C: 2.5998 -1.4568 -2.0339
O: 1.6322 -2.0524 -1.6042
C: 2.8359 -1.2856 -3.5084
H: 3.3586 -1.0723 -0.0744
H: 4.6071 -1.3232 -1.3068
H: 3.7281 0.2015 -1.2499
H: 3.7846 -1.7450 -3.7834
H: 2.8787 -0.2235 -3.7590
H: 2.0375 -1.7623 -4.0710
C: 6.9160 -2.4785 0.8129
C: 6.8977 -0.9712 0.8731
O: 5.8485 -0.3649 0.8999
C: 8.2252 -0.2570 0.8735
H: 5.8863 -2.8283 0.7766
H: 7.4486 -2.8311 -0.0702
H: 7.4141 -2.9078 1.6828
H: 8.7861 -0.5084 -0.0289
H: 8.8220 -0.5671 1.7330
H: 8.0768 0.8180 0.9203
C: -9.3859 5.5837 1.6673
C: -8.0235 5.4096 2.2948
O: -7.8691 4.7727 3.3109
C: -6.8637 6.0651 1.5854
H: -10.1338 5.0679 2.2639
H: -9.6361 6.6440 1.6035
H: -9.3843 5.1803 0.6531
H: -7.0157 7.1440 1.5273
H: -6.7745 5.6694 0.5715
H: -5.9445 5.8638 2.1308
C: -7.8262 2.8026 5.8964
C: -7.6135 2.7813 7.3886
O: -8.5226 2.6292 8.1704
C: -6.1886 2.9667 7.8638
H: -8.8808 2.6613 5.6743
H: -7.4983 3.7517 5.4742
H: -7.2451 2.0079 5.4243
H: -5.7989 3.9237 7.5128
H: -5.5523 2.1790 7.4564
H: -6.1566 2.9356 8.9500
C: 5.9119 -6.2449 1.9100
C: 6.4997 -6.2755 0.5219
O: 7.1534 -5.3515 0.0932
C: 6.1952 -7.4950 -0.3098
H: 6.1961 -5.3179 2.4038
H: 4.8241 -6.3001 1.8391
H: 6.2704 -7.0909 2.4991
H: 5.1143 -7.5896 -0.4293
H: 6.5661 -8.3929 0.1877
H: 6.6663 -7.4000 -1.2853
C: 2.6638 -3.5852 1.1787
C: 2.3925 -4.6102 0.1038
O: 3.0010 -5.6578 0.0559
C: 1.3353 -4.2540 -0.9063
H: 3.4445 -3.9424 1.8469
H: 2.9752 -2.6437 0.7223
H: 1.7542 -3.3924 1.7499
H: 1.6034 -3.3291 -1.4208
H: 0.3814 -4.0862 -0.4020
H: 1.2289 -5.0620 -1.6265
C: 9.3801 5.3977 0.5544
C: 8.9068 3.9650 0.4666
O: 9.3978 3.0938 1.1445
C: 7.7884 3.6891 -0.5116
H: 10.1804 5.4749 1.2856
H: 9.7404 5.7342 -0.4192
H: 8.5539 6.0480 0.8466
H: 8.0972 3.9699 -1.5201
H: 6.9113 4.2849 -0.2536
H: 7.5239 2.6350 -0.4927
C: 4.6255 -5.9649 -4.5968
C: 4.9664 -4.6510 -5.2572
O: 4.3535 -3.6391 -5.0073
C: 6.1111 -4.6640 -6.2415
H: 3.7915 -5.8272 -3.9134
H: 4.3611 -6.7068 -5.3525
H: 5.4893 -6.3421 -4.0465
H: 5.8981 -5.3604 -7.0542
H: 7.0250 -4.9981 -5.7474
H: 6.2594 -3.6663 -6.6464

Results of the Löwdin charge analysis, in e, for atoms 1 through 99: 0.042, -0.117, -0.454, 0.011, -0.287, -0.092, -0.075, -0.465, -0.038, -0.030, -0.100, -0.021, -0.452, -0.008, -0.048, -0.072, 0.038, 0.067, 0.112, 0.122, 0.113, 0.088, 0.073, 0.072, 0.074, 0.129, 0.134, 0.083, 0.082, 0.085, 0.073, 0.090, 0.048, 0.056, 0.076, 0.081, 0.081, 0.093, 0.089, 0.123, 0.130, -0.009, -0.412, -0.007, -0.001, 0.060, 0.090, 0.098, 0.065, 0.092, 0.090, -0.032, -0.488, 0.050, -0.016, 0.069, 0.081, 0.088, 0.091, 0.091, 0.051, -0.020, -0.496, 0.062, -0.025, 0.082, 0.085, 0.084, 0.087, 0.083, 0.075, -0.029, -0.505, 0.064, -0.029, 0.083, 0.062, 0.086, 0.083, 0.081, 0.078, -0.020, -0.492, 0.052, -0.018, 0.074, 0.070, 0.085, 0.081, 0.084, 0.075, 0.000, -0.472, 0.041, -0.013, 0.074, 0.048, 0.092, -0.039


Entry 3:
Formula: C50H100O17
Source: the Open Molecules 2025 dataset
Level of theory: ωB97M-V/def2-TZVPD

Results
Kohn-Sham gap   9.646 eV
Lowest unoccupied orbital energy   0.43 eV
Max |F|   0.0474 hartree/bohr
2S+1   1

CARTESIAN COORDINATES (ANGSTROEM)
C: 8.5968 -3.5825 24.0559
C: 9.4294 -2.3300 24.0654
C: 8.3838 -1.2366 24.2716
O: 7.3272 -1.8781 24.9882
C: 7.5343 -3.2778 25.0822
H: 9.2644 -4.4204 24.2629
H: 8.0250 -3.7184 23.1311
H: 10.0510 -2.2918 23.1687
H: 10.1117 -2.4070 24.9185
H: 8.0540 -0.8675 23.2982
H: 8.9214 -0.4366 24.7846
H: 6.6452 -3.9017 24.9812
H: 7.9209 -3.4637 26.0992
C: 10.3759 3.1289 18.5698
C: 11.5006 3.7322 17.7140
C: 12.6488 2.7019 17.8569
O: 12.4235 2.0890 19.1256
C: 11.1760 2.4919 19.6891
H: 9.8544 2.3748 17.9755
H: 9.6306 3.8454 18.9088
H: 11.8621 4.7122 18.0315
H: 11.1266 3.8721 16.6989
H: 13.5624 3.2881 17.9109
H: 12.5731 1.9952 17.0338
H: 11.4514 3.3462 20.3369
H: 10.8250 1.7488 20.4006
C: 12.0491 2.3098 23.4187
C: 13.3014 1.9758 24.2139
C: 13.7806 3.4162 24.5499
O: 12.5743 4.1563 24.7800
C: 11.5123 3.5989 23.9896
H: 11.2835 1.5363 23.4689
H: 12.3864 2.5116 22.4009
H: 14.0366 1.3803 23.6781
H: 13.0314 1.4703 25.1428
H: 14.2669 3.8694 23.6794
H: 14.3558 3.4949 25.4685
H: 11.3966 4.3096 23.1563
H: 10.5561 3.6601 24.5088
C: 10.0746 -2.0876 18.6927
C: 9.1660 -2.1957 19.9036
C: 9.1692 -0.7603 20.4167
O: 9.1664 0.0516 19.2471
C: 10.0031 -0.6153 18.2947
H: 9.6814 -2.7530 17.9215
H: 11.0892 -2.4045 18.9302
H: 9.6195 -2.7871 20.7039
H: 8.1186 -2.4448 19.7433
H: 10.0641 -0.5391 21.0206
H: 8.3507 -0.5329 21.1032
H: 10.9809 -0.1214 18.3410
H: 9.5591 -0.4871 17.3064
C: 16.7371 -1.0519 28.1635
C: 16.0922 0.1375 28.8383
C: 14.7564 0.2786 28.0937
O: 14.9974 -0.2928 26.8054
C: 16.3634 -0.7186 26.7055
H: 16.3278 -2.0109 28.4783
H: 17.8255 -1.0581 28.2414
H: 16.7857 0.9770 28.7314
H: 16.0273 0.0499 29.9256
H: 14.5171 1.3408 28.0536
H: 14.0023 -0.3121 28.6120
H: 16.9243 0.1348 26.3115
H: 16.4620 -1.5514 26.0099
C: 11.3338 -4.8127 21.8947
C: 12.0054 -4.6521 20.5256
C: 13.4496 -5.1311 20.8502
O: 13.2478 -6.0333 21.9453
C: 11.8741 -6.1453 22.3282
H: 10.2464 -4.7672 21.8208
H: 11.7439 -4.0269 22.5309
H: 12.0808 -3.5802 20.3223
H: 11.4952 -5.1940 19.7324
H: 14.0700 -4.3312 21.2602
H: 13.9049 -5.6025 19.9823
H: 11.8233 -6.2892 23.4086
H: 11.4187 -7.0082 21.8350
C: 16.4888 -4.8711 23.8493
C: 17.9433 -4.4927 24.0840
C: 18.6792 -5.7459 23.6542
O: 17.7951 -6.4448 22.7573
C: 16.5963 -5.6874 22.5725
H: 15.8676 -3.9954 23.6340
H: 16.1123 -5.4113 24.7171
H: 18.0595 -4.2048 25.1324
H: 18.3636 -3.6815 23.4851
H: 18.8341 -6.4057 24.5115
H: 19.5800 -5.4676 23.1079
H: 15.6779 -6.2745 22.5443
H: 16.7368 -5.0259 21.7119
C: 15.7174 -0.5026 14.5451
C: 14.3385 -1.1255 14.5929
C: 13.7037 -0.3490 15.7479
O: 14.7873 -0.3454 16.6707
C: 16.0426 -0.1773 16.0206
H: 15.8238 0.4052 13.9492
H: 16.4641 -1.2060 14.1680
H: 14.3346 -2.1785 14.8801
H: 13.7593 -1.1245 13.6667
H: 12.8373 -0.8706 16.1495
H: 13.4345 0.6688 15.4480
H: 16.7038 -0.9393 16.4396
H: 16.5372 0.7872 16.1522
C: 19.0002 -0.6201 22.2882
C: 17.5262 -0.9912 22.3751
C: 17.3763 -1.9817 21.1984
O: 18.6152 -2.6441 21.1078
C: 19.6643 -1.7863 21.5238
H: 19.4751 -0.4681 23.2581
H: 19.1209 0.3358 21.7740
H: 16.8976 -0.1059 22.2771
H: 17.2095 -1.5147 23.2791
H: 17.1287 -1.4024 20.2974
H: 16.5877 -2.7179 21.3538
H: 20.3021 -1.4777 20.6956
H: 20.2592 -2.3150 22.2735
C: 12.2177 -5.4345 28.3426
C: 11.3172 -4.8899 27.2688
C: 10.2473 -5.9905 27.0853
O: 10.3695 -6.8664 28.2032
C: 11.2807 -6.3266 29.1620
H: 12.7017 -4.7366 29.0282
H: 13.0199 -6.0219 27.8894
H: 11.9518 -4.6745 26.4070
H: 10.8676 -3.9381 27.5622
H: 10.4343 -6.5071 26.1424
H: 9.2371 -5.5784 27.1157
H: 11.7551 -7.1774 29.6493
H: 10.7741 -5.7335 29.9308
C: 14.9579 3.9501 20.7284
C: 14.9453 5.0338 19.6652
C: 16.2030 4.7100 18.8860
O: 16.9186 3.6691 19.5550
C: 15.9520 2.8861 20.3044
H: 13.9733 3.4854 20.8768
H: 15.1824 4.3182 21.7325
H: 14.9565 6.0109 20.1413
H: 14.0838 4.9201 19.0097
H: 16.8800 5.5642 18.8436
H: 15.9681 4.3925 17.8653
H: 16.4289 2.3958 21.1481
H: 15.4984 2.1750 19.6062
C: 13.6623 -0.7052 19.9932
O: 13.9924 -1.5860 21.0588
C: 13.2997 -1.4968 22.1889
O: 12.3513 -0.7897 22.3930
O: 13.7387 -2.4656 22.9804
C: 13.2413 -2.4642 24.3079
H: 13.9180 0.3352 20.1757
H: 12.6184 -0.7812 19.6905
H: 14.2398 -1.0596 19.1402
H: 13.8068 -1.7971 24.9648
H: 13.3922 -3.4443 24.7600
H: 12.1947 -2.2093 24.4544
C: 12.8387 -6.2439 16.8748
O: 13.9542 -6.0038 17.7208
C: 14.5897 -4.8615 17.4796
O: 14.2047 -3.9682 16.7779
O: 15.6981 -4.8681 18.1932
C: 16.4434 -3.6631 18.3460
H: 12.3980 -7.1721 17.2320
H: 13.1070 -6.2154 15.8200
H: 12.0561 -5.4905 17.0164
H: 15.7349 -2.8781 18.6123
H: 16.9501 -3.4341 17.4081
H: 17.1826 -3.7945 19.1298

Results of the Löwdin charge analysis, in e, for atoms 1 through 99: -0.187, -0.184, -0.175, -0.115, -0.212, 0.107, 0.120, 0.090, 0.103, 0.101, 0.120, 0.122, 0.113, -0.147, -0.149, -0.167, -0.173, -0.201, 0.104, 0.117, 0.101, 0.109, 0.092, 0.100, 0.108, 0.112, -0.184, -0.146, -0.175, -0.153, -0.192, 0.107, 0.085, 0.103, 0.109, 0.096, 0.115, 0.109, 0.117, -0.152, -0.145, -0.214, -0.145, -0.187, 0.113, 0.081, 0.088, 0.120, 0.105, 0.110, 0.097, 0.122, -0.167, -0.187, -0.184, -0.172, -0.193, 0.115, 0.113, 0.112, 0.112, 0.115, 0.118, 0.120, 0.106, -0.173, -0.131, -0.154, -0.154, -0.186, 0.105, 0.100, 0.087, 0.116, 0.103, 0.101, 0.114, 0.123, -0.161, -0.179, -0.185, -0.132, -0.190, 0.095, 0.120, 0.109, 0.088, 0.118, 0.116, 0.112, 0.111, -0.162, -0.165, -0.200, -0.169, -0.181, 0.108, 0.108, 0.099


Calculated total energy for every record listed, in sequence, given in hartree: -10302.13392, -2240.12290, -3243.97796.